Molecular formula: C16H54F3InN22O14
Method: DFT, wB97M-V/def2-TZVPD

## Properties
- Lowest unoccupied orbital energy: -0.1723 hartree
- HOMO-LUMO gap: 0.2861 Ha
- E_tot: -3389.715291 a.u.
- Molar mass: 950.560 g mol⁻¹
- HOMO level: -12.5 eV

ORCA input file:
```
! RIJCOSX wB97M-V def2-TZVPD def2/J DEFGRID3
* xyz 2 1
In -8.715 -18.485 6.674
C -10.146 -17.736 1.237
O -9.224 -17.140 0.395
O -10.832 -16.798 2.043
C -11.201 -18.478 0.414
F -12.087 -18.880 1.295
F -11.863 -17.815 -0.544
F -10.661 -19.617 -0.062
C -7.870 -17.661 0.497
C -6.925 -16.426 0.330
H -7.086 -15.653 1.054
H -5.906 -16.805 0.470
H -6.989 -16.037 -0.654
H -7.688 -18.357 -0.312
H -7.823 -18.199 1.458
H -9.648 -18.537 1.761
C -11.548 -12.886 1.589
O -11.461 -13.425 2.717
N -12.799 -12.498 1.069
N -10.385 -12.722 0.753
H -13.024 -12.455 0.048
H -13.501 -12.936 1.622
H -10.421 -11.928 0.154
H -9.466 -12.942 1.068
C -8.485 -21.370 7.203
O -7.929 -20.322 6.885
N -8.313 -22.473 6.478
N -9.040 -21.542 8.424
H -8.661 -23.294 6.927
H -7.706 -22.529 5.660
H -9.725 -22.305 8.490
H -9.362 -20.696 8.929
C -13.648 -14.431 6.056
O -13.186 -15.576 6.100
N -14.595 -14.064 5.218
N -13.219 -13.624 6.963
H -14.986 -14.734 4.586
H -14.979 -13.167 5.245
H -13.269 -12.621 7.009
H -12.433 -14.071 7.378
C -11.844 -20.027 7.073
O -10.663 -19.773 7.315
N -12.888 -19.204 7.146
N -12.214 -21.300 6.680
H -13.759 -19.535 6.793
H -12.835 -18.203 7.228
H -11.494 -21.672 6.089
H -13.195 -21.370 6.449
C -6.845 -17.266 8.456
O -8.024 -17.636 8.277
N -6.280 -17.375 9.608
N -6.237 -16.575 7.446
H -6.945 -17.523 10.335
H -5.341 -17.192 9.848
H -6.859 -16.255 6.724
H -5.253 -16.349 7.442
C -15.058 -17.654 4.024
O -15.815 -17.230 4.892
N -15.551 -18.568 3.115
N -13.711 -17.506 3.988
H -14.972 -18.879 2.331
H -16.388 -19.009 3.497
H -13.457 -16.591 4.392
H -13.393 -17.730 3.060
C -10.100 -21.265 3.807
O -9.920 -20.614 4.844
N -11.442 -21.459 3.322
N -8.976 -21.865 3.246
H -12.164 -20.790 3.581
H -11.548 -22.182 2.606
H -8.226 -21.294 3.586
H -9.007 -22.030 2.229
C -10.171 -19.263 11.338
O -9.785 -19.392 10.174
N -9.675 -19.912 12.374
N -11.231 -18.531 11.588
H -10.172 -19.953 13.276
H -9.226 -20.778 12.086
H -11.294 -18.301 12.560
H -11.315 -17.744 10.942
C -9.316 -15.082 4.893
O -8.727 -15.723 5.796
N -10.196 -14.180 5.277
N -9.106 -15.358 3.627
H -10.619 -13.661 4.497
H -10.438 -14.116 6.266
H -10.178 -16.313 2.587
H -9.657 -14.755 3.016
C -6.425 -18.024 4.356
O -7.414 -18.497 5.034
N -5.095 -18.383 4.670
N -6.525 -17.028 3.450
H -4.413 -18.204 3.968
H -4.841 -19.259 5.115
H -7.521 -16.550 3.370
H -5.693 -16.628 3.090
C -16.489 -16.832 9.581
O -15.728 -17.766 9.689
N -16.500 -16.094 8.449
N -17.298 -16.443 10.562
H -15.818 -16.310 7.710
H -17.171 -15.368 8.245
H -17.578 -17.159 11.233
H -17.944 -15.703 10.277
C -10.949 -16.993 7.638
O -10.433 -17.416 6.310
H -10.212 -16.462 8.216
H -11.870 -16.447 7.530
H -11.136 -17.978 8.131
H -10.065 -16.611 5.940
*
```